(1)
The following is a DFT calculation (the ωB97M-V functional and the def2-TZVPD basis) of a molecular structure, C20H13N5O2PtS2 at a distorted geometry.

The geometry in XYZ format:
```
43
Properties=species:S:1:pos:R:3:forces:R:3
Pt -0.395340 -0.996805 0.132462 -1.2 -1.8 -1.5
O 0.647983 -2.697747 0.552272 -0.1 0.3 0.8
C 1.952330 -2.643491 0.643904 0.2 -0.1 -0.2
C 2.585110 -3.571221 1.493932 0.1 0.0 -0.1
C 3.955967 -3.649984 1.573951 0.0 0.0 0.1
C 4.774029 -2.804909 0.817078 0.0 0.0 0.0
C 4.181718 -1.887442 -0.015683 0.0 0.0 0.0
C 2.783684 -1.770386 -0.114797 0.0 0.1 0.1
C 2.278259 -0.773563 -1.026001 -0.4 -0.1 -0.1
N 1.042093 -0.423404 -1.102871 -0.1 0.0 0.4
N 0.641027 0.512171 -2.032570 0.3 0.3 -0.4
C -0.608497 0.830780 -1.888653 -0.2 -0.2 0.2
O -1.407427 0.295862 -1.004143 0.0 0.7 0.3
C -1.219606 1.857172 -2.762464 0.2 0.0 -0.2
C -2.529409 2.266935 -2.534686 0.0 0.0 -0.1
C -3.101852 3.233497 -3.348133 0.0 0.0 0.0
C -2.372323 3.788665 -4.389417 0.0 0.0 0.0
C -1.064425 3.379658 -4.618140 0.0 0.0 0.0
C -0.486125 2.416535 -3.807579 -0.1 0.1 0.0
H 1.948161 -4.234024 2.065338 0.0 0.0 0.0
H 4.408872 -4.378435 2.236283 0.0 0.0 0.0
H 5.850668 -2.879482 0.882641 0.0 0.0 0.0
H 4.794012 -1.224986 -0.618073 0.0 0.0 0.0
H 2.959186 -0.273061 -1.708068 0.0 0.0 0.0
H -3.091660 1.827035 -1.722435 0.0 0.0 0.0
H -4.119777 3.553187 -3.165507 0.0 0.0 0.0
H -2.821665 4.542657 -5.023612 0.0 0.0 0.0
H -0.494825 3.812616 -5.430730 0.0 0.0 0.0
H 0.530743 2.089021 -3.974819 0.0 0.0 0.0
S -4.212554 -1.000031 0.042260 1.0 -1.3 0.1
C -3.290965 -0.327185 1.246138 0.0 1.7 1.1
S -2.227598 -1.672598 1.341262 -0.3 -0.1 -1.7
C -3.325513 0.835344 1.931967 0.0 0.1 0.1
C -4.326076 1.810659 1.617084 0.0 0.0 0.1
N -5.146416 2.574110 1.358373 0.1 -0.1 0.0
C -2.407013 1.101073 2.998451 0.0 0.0 -0.1
N -1.674267 1.292705 3.863191 0.0 -0.1 0.0
C 0.862669 -0.895787 4.738369 -0.1 0.0 -0.2
C 0.776557 -0.629089 3.306825 0.1 0.0 0.0
N 0.708135 -0.405075 2.183098 0.6 0.5 1.1
H 0.259997 -0.153684 5.259416 0.0 0.0 0.0
H 1.900803 -0.832361 5.059134 0.0 0.0 0.0
H 0.481331 -1.894930 4.944952 0.0 0.0 0.0
```
Forces are in eV/Å.

Values from the calculation:
Energy relative to the best compared isomer or geometry (same formula, charge and spin) (kJ/mol): 0.0
Kohn-Sham gap (alpha / beta) (Ha): 0.163 / 0.164
LUMO level (alpha / beta) (Ha): -0.1251 / -0.1247

Löwdin population analysis, charges in e, atoms 1 to 6:
1 Pt 1.03
2 O -0.28
3 C -0.38
4 C -0.02
5 C -0.08
6 C -0.10

---

(2)
The following is a DFT calculation (the ωB97M-V functional and the def2-TZVPD basis) of a molecular structure, C20H13N5O8Ti at a distorted geometry.

The geometry in XYZ format:
```
47
Properties=species:S:1:pos:R:3:forces:R:3
Ti -0.384426 -0.162766 0.611511 -0.4 0.5 0.4
O -4.198020 -4.203188 2.920708 0.0 0.1 0.0
C -3.415855 -3.287445 2.387526 0.0 -0.1 0.1
C -3.896767 -2.228849 1.587555 0.0 0.0 -0.1
C -2.969732 -1.362245 1.077205 0.0 0.1 0.0
N -1.666710 -1.557187 1.277828 0.0 0.0 0.1
C -1.217137 -2.418721 2.201492 0.1 0.0 0.0
C -2.052744 -3.336773 2.764589 0.0 0.0 0.0
C 0.179442 -2.000173 2.635615 -0.1 0.1 -0.1
O 0.967724 -2.649803 3.230295 0.1 0.0 0.1
O 0.367641 -0.699850 2.224066 0.1 -0.1 -0.1
C -3.179948 0.027173 0.477958 0.1 -0.3 0.0
O -4.164294 0.434165 -0.028670 0.0 0.1 0.1
O -2.006385 0.717448 0.640411 -0.1 -0.1 -0.2
H -5.127855 -4.102771 2.666985 0.0 0.0 0.0
H -4.954773 -2.055896 1.436293 0.0 0.0 0.0
H -1.717261 -4.031758 3.521930 0.0 0.0 0.0
O -2.172338 -0.235127 -3.483604 0.1 0.0 0.1
C -1.691082 0.990973 -3.627537 0.0 -0.1 -0.1
C -2.189392 1.740872 -4.695414 0.0 0.0 0.1
C -1.709124 3.004841 -4.922284 0.0 0.0 0.0
C -0.713747 3.586894 -4.105851 0.0 0.0 0.0
C -0.223539 2.880001 -3.055252 0.0 0.0 0.0
C -0.700895 1.563422 -2.773736 0.1 0.2 0.0
C -0.219820 0.861728 -1.659980 0.4 -0.3 -0.2
O -0.582104 -0.339970 -1.376336 -0.3 0.1 -0.2
N 0.509221 1.568517 -0.668707 -0.3 -0.3 0.9
N 1.695556 1.180016 -0.101280 0.2 0.1 -0.6
C 2.500819 2.008784 0.545043 0.1 0.1 0.0
C 3.499382 1.230864 1.168100 0.0 0.1 0.0
C 4.615823 1.488552 1.968717 0.0 0.0 0.0
C 5.333005 0.412220 2.425528 0.0 0.0 0.0
C 4.957520 -0.908112 2.097793 0.0 0.0 0.0
C 3.886472 -1.152693 1.290292 0.0 0.1 0.0
N 3.211819 -0.059732 0.846978 0.0 -0.2 0.0
H -1.716692 -0.698376 -2.761904 -0.1 0.0 0.0
H -2.942794 1.294065 -5.328286 0.0 0.0 0.0
H -2.102617 3.570954 -5.756910 0.0 0.0 0.0
H -0.353250 4.582371 -4.318749 0.0 0.0 0.0
H 0.530532 3.303520 -2.408675 0.0 0.0 0.0
H 2.345699 3.073790 0.510590 0.0 0.0 0.0
H 4.882590 2.506763 2.212019 0.0 0.0 0.0
H 6.198123 0.574206 3.053664 0.0 0.0 0.0
H 5.515305 -1.748402 2.485637 0.0 0.0 0.0
H 3.515131 -2.117311 0.978717 0.0 0.0 0.0
O 1.374295 -1.137366 -0.129468 0.2 0.2 0.1
N 2.183215 -0.107632 -0.042409 0.0 -0.1 0.0
```
Forces are in eV/Å.

Values from the calculation:
Energy relative to the best compared isomer or geometry (same formula, charge and spin) (kJ/mol): 404.5
Kohn-Sham gap (Ha): 0.232
LUMO level (Ha): -0.2949
Net charge: +2

Löwdin population analysis, charges in e, atoms 1 to 6:
1 Ti 1.34
2 O 0.17
3 C -0.23
4 C 0.13
5 C -0.11
6 N 0.02

---

(3)
The following is a DFT calculation (the ωB97M-V functional and the def2-TZVPD basis) of C20H14BrF in the gas phase at a distorted geometry.

The geometry in XYZ format:
```
36
Properties=species:S:1:pos:R:3:forces:R:3
F 1.519465 3.125587 2.972664 0.8 1.3 0.0
C 0.345191 2.535215 2.890353 -0.3 -2.6 -5.3
C -0.369043 2.330087 3.984264 -1.2 -0.4 2.3
C -1.405589 1.392187 4.055048 0.3 1.1 -2.2
C -1.799863 0.817969 2.864801 2.6 0.8 -0.7
C -1.099230 0.963660 1.634980 0.5 1.9 0.0
C -1.517909 0.171196 0.412112 2.8 -1.0 0.2
Br -3.307020 -0.475814 0.285947 -0.1 0.5 0.3
C -0.581799 -0.436295 -0.431618 -0.1 2.8 2.6
C 0.936998 -0.429703 -0.107987 0.8 0.3 -1.4
C 1.465922 -0.593084 1.218661 -1.0 0.5 0.1
C 2.869434 -0.526202 1.433906 -3.2 -1.2 1.7
C 3.706221 -0.436376 0.391342 2.4 0.7 0.3
C 3.282643 -0.271251 -0.882549 -2.7 0.2 -2.3
C 1.901800 -0.231966 -1.229102 -0.3 -0.9 2.8
C -1.042416 -0.829481 -1.743214 -0.7 0.8 0.7
C -1.940071 -0.021817 -2.452355 0.7 -1.0 -3.2
C -2.251619 -0.471956 -3.788068 0.2 0.0 -0.2
C -1.796123 -1.695820 -4.376782 1.5 1.6 4.1
C -0.978476 -2.439505 -3.482090 0.0 -1.5 -1.8
C -0.612363 -2.029358 -2.204406 -1.1 -1.1 -2.2
C -0.002919 1.927990 1.598624 -1.0 -0.4 1.7
H -0.070919 2.977459 4.766043 0.2 0.1 1.4
H -1.990521 1.178922 4.902736 -0.3 0.1 1.1
H -2.595122 0.189441 2.872137 -2.3 -1.9 0.0
H 0.734016 -0.642019 2.134134 1.6 -0.2 -2.0
H 3.232517 -0.727609 2.444259 0.0 0.4 -0.3
H 4.758738 -0.356148 0.640941 0.1 -0.3 -0.3
H 3.944401 -0.187392 -1.713611 0.7 0.1 -0.2
H 1.608225 -0.132017 -2.292241 0.0 0.0 1.0
H -2.209314 1.004137 -2.179050 0.0 -0.7 0.2
H -2.774320 0.190174 -4.476856 -0.2 0.1 0.4
H -1.820090 -1.915291 -5.414177 -0.6 -0.2 -0.6
H -0.584234 -3.421735 -3.859275 -0.4 1.0 0.5
H -0.148213 -2.732692 -1.562855 0.9 -0.3 0.5
H 0.591603 2.199510 0.693283 -0.6 -0.5 0.9
```
Forces are in eV/Å.

Values from the calculation:
Structure (SMILES): Fc1cccc(C(Br)=C(c2ccccc2)c2ccccc2)c1
Kohn-Sham gap (Ha): 0.276
LUMO level (Ha): -0.0138

Löwdin population analysis, charges in e, atoms 1 to 6:
1 F 0.09
2 C -0.31
3 C -0.04
4 C -0.04
5 C -0.08
6 C -0.23

---

(4)
The following is a DFT calculation (the ωB97M-V functional and the def2-TZVPD basis) of C20H14F3NO2S in the gas phase at a distorted geometry.

The geometry in XYZ format:
```
41
Properties=species:S:1:pos:R:3:forces:R:3
C -2.636872 -0.399998 -6.506790 0.1 0.5 0.4
O -2.815250 0.716884 -5.578192 0.7 -1.4 -0.3
C -2.242150 0.519987 -4.336735 -0.3 0.5 1.0
C -1.628732 -0.658687 -3.873304 0.7 -0.3 -0.2
C -1.021799 -0.715645 -2.601492 -1.2 0.9 0.2
C -1.173240 0.359142 -1.684351 0.8 -0.9 0.0
C -0.570299 0.294842 -0.265128 0.2 -0.1 -0.6
S 1.291666 0.358539 -0.463997 -0.8 0.0 0.3
C 1.668657 0.795961 1.221661 0.0 0.9 -1.4
C 2.126337 2.092144 1.451487 -0.2 -0.2 2.2
C 2.341500 2.498221 2.804333 0.0 -0.4 -1.2
C 2.161251 1.590046 3.845515 0.1 -0.6 -0.2
C 2.533986 1.957286 5.290493 -0.1 -1.1 -0.7
F 3.463737 2.919526 5.371531 -0.1 -0.3 -0.1
F 2.984315 0.851122 5.956845 0.1 0.7 -0.4
F 1.469500 2.361235 5.965737 -0.6 0.5 0.4
C 1.668202 0.287006 3.559749 0.3 1.1 0.1
C 1.420972 -0.095951 2.250322 0.7 1.0 0.8
N 1.019281 -1.397638 1.988236 -0.5 -0.9 -0.6
C 1.616434 -2.505749 2.512339 -0.9 -1.6 -0.2
C 0.856797 -3.618759 2.206745 -0.4 0.8 -0.3
C -0.291345 -3.140885 1.489317 0.9 -0.8 0.1
C -0.142262 -1.787658 1.312312 0.0 -0.3 0.3
C -1.060777 -0.928438 0.547607 -1.4 0.8 0.4
O -2.274180 -1.091407 0.615140 1.3 -0.2 -0.3
C -1.807004 1.511469 -2.119515 -0.7 0.1 -1.3
C -2.353509 1.595135 -3.421149 0.8 -0.7 0.2
H -3.114764 -1.294665 -6.130709 0.1 -0.3 0.4
H -3.146527 -0.211776 -7.444035 -0.1 0.7 0.0
H -1.576414 -0.593338 -6.727704 -0.3 0.1 0.3
H -1.542142 -1.560351 -4.505244 -0.1 0.7 0.3
H -0.536705 -1.642818 -2.304464 0.0 0.2 0.0
H -0.930203 1.177205 0.309335 0.5 -0.4 -0.4
H 2.299115 2.786062 0.640684 -0.1 -0.1 0.0
H 2.640773 3.528331 2.970709 0.2 -0.2 0.2
H 1.448327 -0.434257 4.329851 0.2 0.0 0.3
H 2.535642 -2.567831 3.046884 0.4 0.8 0.2
H 1.123418 -4.649240 2.423824 -0.2 0.3 0.0
H -1.052591 -3.790765 1.075983 -0.1 0.4 0.0
H -1.921878 2.380882 -1.476357 0.1 -0.2 0.0
H -2.831269 2.504832 -3.747473 -0.1 0.1 0.0
```
Forces are in eV/Å.

Values from the calculation:
Structure (SMILES): COc1ccc([C@@H]2Sc3ccc(C(F)(F)F)cc3-n3cccc3C2=O)cc1
Energy relative to the best compared isomer or geometry (same formula, charge and spin) (kJ/mol): 5.9
Kohn-Sham gap (Ha): 0.319
LUMO level (Ha): 0.0038

Löwdin population analysis, charges in e, atoms 1 to 6:
1 C -0.06
2 O -0.09
3 C -0.27
4 C -0.02
5 C -0.02
6 C -0.27